Molecular formula: C19H16Cl2N2
Method: DFT, ωB97M-V with the def2-TZVPD basis set

Properties
charge = 0
energy relative to the best compared isomer or geometry (same formula, charge and spin) = 128.80 kJ/mol
structure (SMILES) = CCC(c1ccc(Cl)cc1)(c1ccc(Cl)cc1)c1cncnc1
HOMO energy = -0.340 Ha
E_tot = -1763.4631 Eh
largest force on an atom = 3.4 eV Å⁻¹
frontier orbital gap = 9.531 eV
molecular weight = 343.257 g/mol
LUMO energy = 0.29 eV
spin multiplicity = 1

Geometry (Å):
C (1.723, -0.075, 2.510)
C (0.719, -0.899, 1.764)
C (0.288, -0.299, 0.387)
C (-1.137, -0.724, 0.053)
C (-2.073, 0.169, -0.498)
C (-3.340, -0.336, -0.919)
C (-3.800, -1.606, -0.745)
Cl (-5.451, -2.196, -1.212)
C (-2.955, -2.526, -0.118)
C (-1.635, -2.119, 0.096)
C (0.362, 1.244, 0.382)
C (-0.341, 1.964, 1.324)
C (-0.331, 3.371, 1.281)
C (0.372, 4.067, 0.376)
Cl (0.242, 5.849, 0.177)
C (0.992, 3.308, -0.687)
C (1.035, 1.925, -0.671)
C (1.225, -0.925, -0.656)
C (2.460, -1.529, -0.400)
N (3.104, -2.181, -1.455)
C (2.570, -2.200, -2.641)
N (1.435, -1.604, -2.961)
C (0.785, -1.004, -2.013)
H (2.690, 0.058, 1.943)
H (1.958, -0.690, 3.384)
H (1.331, 0.891, 2.817)
H (-0.135, -0.813, 2.450)
H (0.936, -2.021, 1.714)
H (-1.751, 1.240, -0.667)
H (-4.047, 0.396, -1.298)
H (-3.161, -3.570, 0.112)
H (-0.897, -2.908, 0.415)
H (-0.916, 1.313, 2.058)
H (-1.048, 3.922, 1.888)
H (1.399, 3.901, -1.498)
H (1.420, 1.430, -1.487)
H (2.908, -1.517, 0.572)
H (3.260, -2.685, -3.380)
H (-0.195, -0.619, -2.398)